Record 1
Entry from the Open Molecules 2025 dataset: a structure of composition C4H7N2 (ωB97M-V/def2-TZVPD).

Last column: natural (NBO) charge in e.
Cartesian coordinates (Å):
C1 -0.62 -0.39 -1.80  -0.173
C2 -0.04 0.85 1.58  -0.173
C3 1.19 -0.18 -0.19  -0.074
C4 -0.57 -0.22 0.73  0.222
N1 0.79 -0.28 1.25  -0.184
N2 -0.15 -0.18 -0.68  -0.357
H1 -1.67 -0.63 -1.80  0.217
H2 -0.02 -0.41 -2.72  0.238
H3 -0.02 1.71 0.92  0.243
H4 -0.33 0.88 2.56  0.263
H5 1.73 0.69 -0.67  0.255
H6 1.71 -1.06 -0.45  0.243
H7 -1.99 -0.77 1.28  0.281

Summary:
Total charge: +1
E_LUMO (spin up / spin down): -0.17221 / -0.32865 hartree
Frontier orbital gap (spin up / spin down): 6.2 / 8.1 eV
HOMO level (spin up / spin down): -10.91 / -17.02 eV
Multiplicity: 3


Record 2
Entry from the Open Molecules 2025 dataset: a structure of composition C11H8MnNO5 (ωB97M-V/def2-TZVPD).

Last column: natural (NBO) charge in e.
Cartesian coordinates (Å):
O1 0.38 -0.31 -4.68  -0.417
C1 0.15 -0.74 -3.64  0.476
Mn1 -0.97 -1.41 -1.12  0.726
O2 -2.41 0.53 -2.96  -0.392
C2 -1.76 -0.20 -2.31  0.377
C3 -2.30 -1.77 0.07  0.462
O3 -3.12 -1.97 0.89  -0.341
C4 0.55 -2.61 -0.77  0.126
O4 0.71 -3.33 0.20  -0.460
C5 -1.55 -2.81 -2.14  0.467
O5 -1.88 -3.69 -2.81  -0.356
H1 1.44 -2.40 -1.46  0.134
C6 1.50 2.87 2.73  -0.653
C7 0.96 1.83 1.79  0.091
C8 0.89 2.05 0.42  -0.223
C9 0.36 1.08 -0.42  0.061
N1 -0.14 -0.08 0.07  -0.594
C10 -0.01 -0.35 1.39  0.067
C11 0.51 0.60 2.27  -0.221
H2 2.53 3.16 2.48  0.251
H3 0.91 3.80 2.69  0.250
H4 1.49 2.51 3.76  0.236
H5 1.22 3.00 0.02  0.244
H6 0.34 1.22 -1.51  0.214
H7 -0.32 -1.35 1.71  0.227
H8 0.52 0.36 3.34  0.247

Summary:
Total charge: +1
E_LUMO (spin up / spin down): -0.14532 / -0.22658 hartree
Frontier orbital gap (spin up / spin down): 6.4 / 6.4 eV
HOMO level (spin up / spin down): -10.31 / -12.53 eV
Multiplicity: 6


Record 3
Entry from the Open Molecules 2025 dataset: a cluster of 2 separate species, C11H15NO in total (ωB97M-V/def2-TZVPD).

Last column: natural (NBO) charge in e.
Cartesian coordinates (Å):
C1 0.59 3.66 1.58  -0.241
C2 1.67 3.10 0.92  -0.185
C3 -0.66 2.95 1.47  -0.199
C4 1.55 1.83 0.30  -0.241
C5 -0.74 1.64 0.91  -0.263
C6 0.35 1.10 0.19  0.139
C7 -0.06 -0.48 -1.53  0.195
C8 -1.57 -0.68 3.18  0.307
C9 0.79 -2.20 -3.02  -0.608
C10 -0.34 -2.83 -0.82  -0.619
C11 -0.29 -1.93 -2.00  -0.298
N1 0.33 -0.22 -0.35  -0.439
O1 -2.35 -1.44 2.79  -0.492
H1 0.73 4.72 1.91  0.220
H2 2.48 3.68 0.87  0.201
H3 -1.57 3.11 2.14  0.217
H4 2.43 1.44 -0.07  0.206
H5 -1.76 1.30 0.74  0.220
H6 0.01 0.27 -2.33  0.155
H7 -1.76 0.17 3.95  0.083
H8 0.69 -1.65 -3.97  0.221
H9 0.54 -3.31 -3.34  0.216
H10 1.83 -2.08 -2.54  0.219
H11 -0.99 -2.53 0.10  0.245
H12 0.62 -3.04 -0.36  0.217
H13 -0.72 -3.82 -1.22  0.205
H14 -1.28 -1.95 -2.52  0.214
H15 -0.54 -0.83 3.02  0.102

Summary:
SMILES: CC(C)/C=N/c1ccccc1.C=O
E_LUMO: 0.03392 hartree
Frontier orbital gap: 9.5 eV
HOMO level: -8.58 eV


Record 4
Entry from the Open Molecules 2025 dataset: a cluster of 3 separate species, C3H12N2O3 in total (ωB97M-V/def2-TZVPD).

Last column: natural (NBO) charge in e.
Cartesian coordinates (Å):
C1 0.60 -0.93 -1.31  -0.421
N1 0.95 -0.19 -0.08  -0.642
C2 -0.16 0.33 0.66  -0.329
C3 -0.48 1.74 0.13  0.690
N2 0.57 2.62 0.05  -0.829
O1 -1.67 1.94 -0.01  -0.646
H1 0.27 -2.02 -1.19  0.162
H2 1.50 -0.88 -1.92  0.193
H3 -0.16 -0.46 -1.90  0.209
H4 1.50 -0.74 0.52  0.368
H5 0.08 0.31 1.77  0.216
H6 -1.04 -0.25 0.66  0.231
H7 1.43 2.45 0.66  0.408
H8 0.49 3.61 -0.20  0.402
H9 -2.74 0.66 -0.53  0.508
H10 -2.77 -0.29 -1.78  0.458
O2 -2.63 -0.34 -0.85  -0.989
H11 1.84 -2.58 2.35  0.448
H12 1.29 -2.69 1.02  0.468
O3 1.15 -2.30 1.94  -0.907

Summary:
SMILES: CNCC(N)=O.O.O
E_LUMO: 0.02180 hartree
Frontier orbital gap: 9.2 eV
HOMO level: -8.65 eV


Record 5
Entry from the Open Molecules 2025 dataset: the molecule C5H8S (ωB97M-V/def2-TZVPD).

Last column: natural (NBO) charge in e.
Cartesian coordinates (Å):
C1 1.24 2.51 1.92  -0.597
C2 1.36 1.00 1.86  -0.484
C3 0.39 0.30 1.10  0.000
C4 -0.35 -0.40 0.42  -0.033
C5 -1.22 -1.19 -0.48  -0.596
H1 1.71 3.00 2.79  0.215
H2 0.21 2.79 1.84  0.217
H3 1.82 2.86 1.05  0.209
H4 2.33 0.63 1.48  0.234
H5 1.25 0.57 2.90  0.229
H6 -1.52 -2.16 -0.09  0.252
H7 -2.18 -0.72 -0.31  0.242
H8 -0.82 0.06 -2.50  0.132
S1 -0.71 -1.27 -2.25  -0.021

Summary:
SMILES: CCC#CCS
E_LUMO: 0.03294 hartree
Frontier orbital gap: 10.0 eV
HOMO level: -9.11 eV


Taking the records one at a time from the top gives max |F| values of 0.24318, 0.22058, 0.10246, 0.19035, 0.08571 Eh/bohr.
Taking the records one at a time from the top gives M values of 83.11, 289.12, 177.25, 124.14, 100.19 g/mol.
Taking the records one at a time from the top gives calculated total energy values of -7224.96057, -54571.89672, -15184.86477, -12427.19872, -16147.66595 eV.